{
  "formula": "C6H18Si4",
  "method": "ωB97M-V/def2-TZVPD",
  "e_homo_ev": [-7.44, -7.44],
  "charge": 0,
  "orbital_gap_ha": [0.2260, 0.2261],
  "species": ["Si", "Si", "Si", "Si", "C", "C", "C", "C", "C", "C", "H", "H", "H", "H", "H", "H", "H", "H", "H", "H", "H", "H", "H", "H", "H", "H", "H", "H"],
  "positions_angstrom": [[-0.139, 3.516, -2.087], [1.725, -1.629, 2.847], [0.421, -1.322, 0.894], [-2.179, 4.172, -1.583], [-1.099, -0.442, 0.923], [2.568, -2.128, -0.812], [1.341, -1.568, -0.672], [-2.110, -0.624, -0.228], [0.597, -1.250, -1.964], [-1.535, 0.116, 2.302], [1.018, -0.685, 3.840], [-1.869, -0.622, 3.076], [1.101, 4.107, -1.609], [-0.041, 3.729, -3.550], [-2.051, 0.287, -0.918], [2.042, -2.990, 3.209], [3.021, -0.871, 2.707], [3.162, -2.587, 0.060], [-3.108, -0.827, 0.116], [-0.638, 0.555, 2.786], [-0.077, -0.301, -1.903], [-1.794, -1.487, -0.877], [-2.270, 0.883, 2.179], [1.319, -1.125, -2.790], [-2.302, 5.046, -0.400], [-0.022, -2.168, -2.212], [3.110, -1.969, -1.681], [-0.191, 2.187, -1.653]],
  "lowdin_charge": [0.240, 0.498, 0.641, 0.444, -0.473, -0.024, -0.505, -0.160, -0.144, -0.182, -0.099, 0.081, -0.136, -0.114, 0.070, -0.137, -0.115, 0.075, 0.061, 0.031, 0.066, 0.053, 0.051, 0.071, -0.247, 0.096, 0.027, -0.170]
}

=====

{
  "formula": "C29H67Br2ClF3N7O7P2S",
  "method": "ωB97M-V/def2-TZVPD",
  "e_homo_ev": -8.55,
  "charge": 0,
  "orbital_gap_ha": 0.3206,
  "smiles": "N=P(O)(O)[PH](CCCCl)(CCCCSc1nnco1)CC[C@](F)(Br)C(F)(F)Br.COC[C@@H](C)N.COC[C@@H](C)N.COC[C@@H](C)N.COC[C@@H](C)N",
  "species": ["Br", "Br", "Cl", "S", "P", "P", "F", "F", "F", "O", "O", "O", "O", "O", "O", "O", "N", "N", "N", "N", "N", "N", "N", "C", "C", "C", "C", "C", "C", "C", "C", "C", "C", "C", "C", "C", "C", "C", "C", "C", "C", "C", "C", "C", "C", "C", "C", "C", "C", "C", "C", "C", "H", "H", "H", "H", "H", "H", "H", "H", "H", "H", "H", "H", "H", "H", "H", "H", "H", "H", "H", "H", "H", "H", "H", "H", "H", "H", "H", "H", "H", "H", "H", "H", "H", "H", "H", "H", "H", "H", "H", "H", "H", "H", "H", "H", "H", "H", "H", "H", "H", "H", "H", "H", "H", "H", "H", "H", "H", "H", "H", "H", "H", "H", "H", "H", "H", "H", "H"],
  "positions_angstrom": [[4.684, -4.999, -2.976], [5.922, -1.839, -2.267], [-1.140, -1.725, -3.965], [6.827, 1.348, -4.145], [1.847, -0.100, -0.337], [0.954, 1.972, -0.454], [5.291, -2.498, 0.313], [6.570, -4.483, -1.131], [4.673, -5.187, -0.191], [10.319, -5.629, 0.587], [1.988, 3.175, 0.188], [-7.572, 2.626, 5.905], [-5.225, 1.661, -4.276], [-4.748, 2.524, 2.986], [4.230, 1.114, -5.091], [0.707, 2.422, -2.060], [4.434, -0.531, -6.576], [-0.375, 2.085, 0.405], [-4.613, 3.226, -1.951], [-3.653, 1.387, 0.590], [5.694, -0.317, -6.068], [8.291, -7.560, -0.033], [-9.430, 4.671, 6.679], [-5.182, 3.874, -3.137], [-9.213, 3.512, 7.553], [3.592, 0.595, -0.358], [-0.766, -0.366, -1.603], [10.275, -8.247, -1.266], [-4.015, 0.516, 1.712], [-1.643, -1.524, -2.225], [2.504, -1.880, -0.020], [4.814, -2.853, -0.939], [-6.156, 2.416, 3.124], [-8.341, 3.936, 8.730], [11.611, -6.158, 0.829], [9.862, -5.770, -0.751], [5.939, 2.460, -2.981], [5.187, -4.374, -1.167], [3.971, 1.396, -1.664], [-6.304, 2.684, 6.538], [5.512, 1.774, -1.629], [0.803, -0.630, -1.798], [3.316, -2.493, -1.224], [-4.935, 3.044, -4.411], [-8.650, 2.310, 6.773], [5.519, 0.664, -5.178], [-6.591, 1.325, -4.442], [-5.325, -0.195, 1.385], [-4.052, 1.289, 3.043], [9.242, -7.143, -1.069], [3.583, 0.309, -6.027], [-6.655, 4.171, -2.880], [10.712, -8.584, -0.325], [-4.961, 2.269, -1.930], [-1.048, -0.303, -0.518], [-3.243, -0.256, 1.806], [-10.183, 3.208, 7.961], [6.162, 0.927, -1.312], [-3.022, 1.548, 3.309], [12.273, -6.035, -0.032], [12.041, -5.618, 1.675], [6.588, 3.336, -2.748], [3.702, 1.214, 0.579], [3.293, -1.802, -2.106], [7.551, -6.864, 0.031], [-4.278, 2.192, 0.618], [8.768, -7.487, 0.863], [3.824, 0.698, -2.527], [-6.100, 0.493, 1.047], [-10.085, 4.411, 5.946], [-3.611, 3.111, -2.089], [-1.094, 0.567, -2.131], [-8.035, 3.071, 9.323], [1.443, 2.113, -2.616], [-1.611, -2.464, -1.630], [2.791, -3.424, -1.568], [1.988, 2.976, 1.141], [1.220, -0.196, 0.959], [-7.083, 1.957, -5.187], [-8.896, 4.608, 9.388], [-7.117, 1.385, -3.486], [-5.705, -0.738, 2.255], [-4.437, 0.664, 3.860], [-6.213, 1.952, 7.345], [-7.444, 4.470, 8.415], [-9.444, 1.930, 6.123], [-0.231, 2.795, 1.128], [10.658, -5.513, -1.462], [-6.113, 3.691, 6.915], [2.502, 0.437, -6.209], [-6.757, 4.957, -2.129], [-6.643, 0.288, -4.780], [11.544, -7.211, 1.110], [9.082, -5.014, -0.874], [0.853, -1.730, -2.030], [4.398, -0.183, -0.246], [9.812, -9.119, -1.731], [-7.151, 4.517, -3.790], [-6.527, 3.360, 3.524], [-2.734, 1.790, 0.771], [-5.171, -0.920, 0.583], [-3.867, 3.096, -4.643], [5.595, 2.570, -0.832], [5.014, 2.847, -3.469], [-6.442, 1.615, 3.808], [-7.198, 3.302, -2.504], [8.695, -7.040, -2.012], [-5.462, 3.468, -5.275], [-8.378, 1.486, 7.445], [-4.677, 4.837, -3.274], [-6.621, 2.268, 2.147], [-5.543, 2.466, 5.787], [-8.560, 4.838, 6.176], [1.161, -0.129, -2.740], [3.024, -1.885, 0.969], [3.427, 2.361, -1.785], [-2.689, -1.118, -2.258], [11.085, -7.914, -1.921], [1.587, -2.527, 0.113]],
  "lowdin_charge": [0.788, 0.815, 0.521, 0.937, 0.735, 0.527, -0.011, -0.048, 0.053, -0.189, -0.247, -0.212, -0.193, -0.189, -0.029, -0.216, 0.021, -0.214, 0.043, 0.046, 0.034, 0.044, 0.038, -0.430, -0.432, -0.311, -0.320, -0.074, -0.432, -0.544, -0.330, -0.713, -0.112, -0.074, -0.109, -0.203, -0.454, -0.842, -0.258, -0.095, -0.256, -0.343, -0.251, -0.206, -0.201, -0.643, -0.109, -0.073, -0.207, -0.430, -0.142, -0.074, 0.063, 0.062, 0.089, 0.129, 0.134, 0.071, 0.120, 0.090, 0.086, 0.083, 0.098, 0.075, 0.059, 0.060, 0.070, 0.089, 0.063, 0.072, 0.072, 0.098, 0.078, 0.038, 0.084, 0.096, 0.051, 0.051, 0.090, 0.076, 0.074, 0.076, 0.116, 0.095, 0.064, 0.121, -0.017, 0.120, 0.081, 0.138, 0.075, 0.086, 0.074, 0.108, 0.069, 0.066, 0.076, 0.077, 0.087, 0.028, 0.070, 0.120, 0.121, 0.081, 0.081, 0.062, 0.135, 0.117, 0.119, 0.134, 0.078, 0.073, 0.069, 0.078, 0.084, 0.091, 0.079, 0.078, 0.085]
}

=====

{
  "formula": "C13H20N2O3",
  "method": "ωB97M-V/def2-TZVPD",
  "e_homo_ev": -7.96,
  "charge": 0,
  "orbital_gap_ha": 0.3067,
  "smiles": "COc1ccc([C@@H](N(C)C)C(C)(C)[N+](=O)[O-])cc1",
  "species": ["O", "O", "O", "N", "N", "C", "C", "C", "C", "C", "C", "C", "C", "C", "C", "C", "C", "C", "H", "H", "H", "H", "H", "H", "H", "H", "H", "H", "H", "H", "H", "H", "H", "H", "H", "H", "H", "H"],
  "positions_angstrom": [[0.016, -1.626, -2.647], [-1.142, 0.124, -1.889], [-3.104, 2.527, 2.098], [1.300, -1.768, 0.016], [-0.084, -0.500, -2.123], [-2.024, 0.349, 1.968], [-2.000, 1.757, 1.909], [0.232, 1.659, 1.034], [-4.394, 1.931, 2.367], [1.142, 1.630, -1.924], [0.197, -2.703, 0.133], [-0.921, -0.363, 1.481], [1.210, 0.125, -1.656], [-0.812, 2.405, 1.533], [2.283, -0.405, -2.601], [1.228, -0.318, -0.230], [0.116, 0.281, 0.746], [2.573, -2.406, 0.040], [0.390, -3.582, -0.495], [2.755, -1.334, -2.313], [1.791, -0.570, -3.545], [2.877, -2.693, 1.059], [3.322, -1.720, -0.360], [0.453, 1.754, -2.749], [2.233, 0.083, 0.111], [2.551, -3.318, -0.572], [-0.757, 3.488, 1.590], [-2.895, -0.192, 2.371], [-0.748, -2.283, -0.153], [-4.698, 1.248, 1.555], [0.774, 2.238, -1.104], [1.177, 2.146, 0.814], [2.114, 2.071, -2.228], [-5.060, 2.799, 2.410], [0.106, -3.099, 1.155], [3.093, 0.300, -2.815], [-0.914, -1.437, 1.690], [-4.382, 1.400, 3.325]],
  "lowdin_charge": [0.061, 0.079, -0.098, -0.217, -0.302, -0.010, -0.281, -0.076, -0.061, -0.004, -0.110, -0.030, -0.404, -0.003, -0.014, -0.184, -0.114, -0.107, 0.086, 0.070, 0.090, 0.088, 0.075, 0.094, 0.174, 0.088, 0.120, 0.111, 0.071, 0.097, 0.058, 0.112, 0.098, 0.092, 0.084, 0.090, 0.089, 0.089]
}

=====

{
  "formula": "C2H5NO",
  "method": "ωB97M-V/def2-TZVPD",
  "e_homo_ev": -10.21,
  "charge": 0,
  "orbital_gap_ha": 0.3961,
  "smiles": "C/N=C\\O",
  "species": ["O", "N", "C", "C", "H", "H", "H", "H", "H"],
  "positions_angstrom": [[0.871, -1.505, 1.237], [-0.108, 0.862, 0.222], [-0.584, 0.500, -1.036], [0.451, -0.027, 0.983], [-0.562, 1.506, -1.584], [-1.663, 0.394, -0.750], [-0.058, -0.368, -1.373], [0.635, 0.486, 1.985], [1.019, -1.849, 0.318]],
  "lowdin_charge": [-0.069, -0.068, -0.163, -0.164, 0.105, 0.103, 0.065, 0.118, 0.073]
}

=====

{
  "formula": "C10H11ClFNO4S2",
  "method": "ωB97M-V/def2-TZVPD",
  "e_homo_ev": -9.32,
  "charge": 0,
  "orbital_gap_ha": 0.3066,
  "smiles": "CN(C)S(=O)(=O)c1cc(/C=C/S(=O)(=O)F)ccc1Cl",
  "species": ["Cl", "S", "S", "F", "O", "O", "O", "O", "N", "C", "C", "C", "C", "C", "C", "C", "C", "C", "C", "H", "H", "H", "H", "H", "H", "H", "H", "H", "H", "H"],
  "positions_angstrom": [[-0.432, -0.007, 3.472], [-2.468, -0.013, 0.619], [3.675, -1.712, -4.066], [5.134, -2.046, -3.564], [-3.142, -1.193, 1.096], [-2.726, 0.351, -0.779], [3.719, -0.362, -4.635], [3.142, -2.817, -4.908], [-2.765, 1.505, 1.700], [-3.733, 1.355, 2.749], [1.224, -0.915, -0.892], [0.208, -0.220, 1.699], [-0.144, -0.776, -0.720], [-1.889, 2.653, 1.500], [2.935, -1.662, -2.455], [1.728, -1.129, -2.261], [1.574, -0.321, 1.406], [-0.676, -0.404, 0.554], [2.099, -0.597, 0.148], [-1.174, 2.854, 2.345], [-4.460, 0.616, 2.452], [-1.346, 2.593, 0.636], [-0.728, -0.913, -1.555], [-4.132, 2.308, 2.959], [-2.506, 3.498, 1.445], [3.166, -0.631, 0.010], [1.104, -0.822, -3.191], [2.280, -0.090, 2.216], [-3.259, 1.040, 3.663], [3.594, -2.144, -1.644]],
  "lowdin_charge": [0.589, 0.750, 0.698, -0.173, -0.296, -0.325, -0.284, -0.290, -0.300, -0.119, -0.216, -0.456, 0.007, -0.106, -0.165, -0.058, -0.091, -0.217, -0.013, 0.094, 0.082, 0.051, 0.096, 0.076, 0.068, 0.115, 0.174, 0.116, 0.056, 0.136]
}

=====

| no. | maximum force (eV/Å) |
| --- | --- |
| 1 | 3.76 |
| 2 | 3.43 |
| 3 | 4.45 |
| 4 | 5.19 |
| 5 | 4.72 |